Here is a structure of composition C25H23N4O3SbSe4Zn from OMol25. Energies are from ωB97M-V with the def2-TZVPD basis set.

Element x y z (Å)
1 Se 0.6469 3.5419 -4.4259
2 C -4.7187 2.1424 0.5323
3 H 2.3116 -3.9406 2.9770
4 H 0.6612 4.7849 2.1478
5 Se -0.2530 1.5283 -1.1920
6 C 0.4654 -4.8024 2.2779
7 H 4.0257 -0.8543 -0.4166
8 C -2.9031 -1.0448 -1.6983
9 N 1.2340 -1.7008 -1.9758
10 O -3.3692 -1.3988 -2.7673
11 H 1.9476 -0.9223 2.6959
12 H 3.7716 0.4521 -2.4631
13 C -4.4772 0.8974 -1.5002
14 C 1.6488 2.9543 1.6761
15 C 2.2349 -1.4943 1.8209
16 N 2.2107 -0.6281 0.6586
17 H -1.2531 3.6100 3.2807
18 Zn -0.0843 -0.4833 -0.1559
19 C 1.2338 -2.6101 1.7004
20 H -3.5144 1.4767 2.1930
21 C 2.1848 0.0980 -3.8722
22 H 0.3989 -0.4090 -4.9573
23 H -5.1530 2.9698 1.0816
24 N 0.1644 -2.3888 0.9373
25 C 0.6394 3.7071 2.2394
26 C 0.5780 -1.4923 -3.1163
27 C -3.5514 0.0606 -0.8945
28 Se 0.2877 5.3832 -0.7364
29 C 2.5938 0.7553 0.9496
30 Se 3.6071 3.1678 -1.6265
31 O -1.8507 -1.5897 -1.1381
32 C 1.4174 -3.8087 2.3811
33 Sb 1.1973 3.5398 -2.0510
34 H -1.4088 -5.3259 1.3381
35 H -1.5711 -3.1580 0.1493
36 H -2.1075 -1.1619 0.2668
37 H 0.5919 -5.7424 2.8016
38 C 2.8907 -0.1301 -2.6984
39 H -5.7542 2.6113 -1.2928
40 C -0.6411 -4.5770 1.4750
41 C -0.7492 -3.3650 0.8197
42 C -0.4264 3.0584 2.8516
43 C 2.3690 -1.0197 -1.7804
44 H 3.2370 -1.9147 2.0035
45 H -0.3655 -2.0150 -3.2243
46 C 2.9952 -1.2309 -0.4301
47 O -2.2926 -0.5286 1.0462
48 N 0.5181 0.9381 2.2799
49 H -4.7044 0.7197 -2.5432
50 H -1.2634 1.1266 3.2866
51 H 2.7748 1.2810 0.0080
52 C 1.0123 -0.6037 -4.0881
53 H 2.5073 0.8670 -4.5610
54 C 1.5410 1.5668 1.6948
55 C -0.4380 1.6793 2.8482
56 C -3.2157 0.2826 0.4480
57 H 2.4573 3.4227 1.1271
58 H 3.5497 0.7713 1.5005
59 C -3.8047 1.3143 1.1626
60 C -5.0612 1.9411 -0.8001
61 H 3.0269 -2.3087 -0.2507

Atoms 1-6, force components in eV/Å:
0.1 0.0 0.1
0.0 0.0 0.0
0.0 0.0 0.0
0.0 -0.1 0.0
-0.6 0.8 -0.5
0.0 0.0 0.0

As for the charge: -2. As for the HOMO energy: -1.15 eV. The value obtained for the frontier orbital gap is 4.706 eV.

=====

Here is a structure of composition C25H23N5SSeZn from OMol25. Energies are from ωB97M-V with the def2-TZVPD basis set.

Element x y z (Å)
1 H 0.8032 6.5932 1.2848
2 H 3.2801 -5.8849 -1.3704
3 C -0.7065 -1.7262 -2.3692
4 C -1.7450 0.5820 -3.3054
5 H -3.2578 2.3237 2.5438
6 H 3.0127 -1.8544 0.1199
7 H 1.8625 5.0031 2.8292
8 C 0.6598 -4.3170 0.1191
9 N -0.3124 -0.5970 -1.8070
10 C -0.6715 -4.4881 0.5765
11 C 1.4162 -5.3409 -0.5003
12 C -2.7744 -0.9679 1.9582
13 H -0.8484 2.3540 2.1194
14 H -2.1567 1.5221 -3.6461
15 N 0.5853 1.6955 -0.7623
16 H -1.8908 -2.7556 -3.8450
17 Zn 1.3708 -0.1463 1.8417
18 C -1.3715 1.4017 2.0842
19 C 2.5799 -2.8262 -0.0798
20 C 1.5239 4.6333 1.8578
21 C -0.7023 -2.1680 1.2302
22 Se 2.4266 -1.1476 3.6979
23 H -2.3518 -3.5720 1.4793
24 H 3.1169 3.2796 2.1445
25 N 2.4651 3.6094 1.4503
26 C -3.4480 0.1987 2.2816
27 C -0.3415 1.8234 -1.6326
28 C -0.9687 3.1259 -2.0450
29 H -0.4791 3.9337 -1.5066
30 H 0.5313 4.1941 1.9992
31 H 2.4214 6.2016 0.6694
32 H -2.0395 3.1498 -1.8185
33 H -4.5124 0.1770 2.4900
34 S 3.1343 1.2032 0.6249
35 C -2.7389 1.3947 2.3230
36 C -1.3402 -3.4421 1.1234
37 H 0.9964 5.4502 -0.0615
38 C 2.0941 2.5834 0.6056
39 N 0.5424 -2.0191 0.8565
40 H 4.3182 -3.6596 -0.9602
41 C -0.8073 0.5591 -2.2657
42 H -1.1428 -5.4618 0.4845
43 H -2.8690 -0.6015 -4.6979
44 C -1.6157 -1.7983 -3.4209
45 C -2.1462 -0.6083 -3.8892
46 H 0.9605 -6.3142 -0.6519
47 H -0.8573 3.3028 -3.1196
48 C 1.2366 -3.0502 0.3093
49 H -0.2757 -2.6344 -1.9526
50 N 0.9985 2.8150 -0.1003
51 C -0.6431 0.2415 1.7949
52 C -1.4017 -0.9404 1.6983
53 H -3.3403 -1.8913 1.8999
54 C 3.2883 -3.8315 -0.6723
55 C 2.7022 -5.1014 -0.8936
56 C 1.4292 5.7943 0.8767

Atoms 1-6, force components in eV/Å:
0.0 0.0 0.0
0.0 0.0 0.0
0.0 0.0 0.0
0.0 0.0 0.0
0.0 0.0 0.0
0.0 0.0 0.0

As for the charge: -2. As for the HOMO energy: 0.74 eV. The value obtained for the frontier orbital gap is 3.811 eV.

=====

Here is a structure of composition C25H24BN4O3PdS from OMol25. Energies are from ωB97M-V with the def2-TZVPD basis set.

Element x y z (Å)
1 H -1.5763 3.6124 -3.7037
2 C 0.0376 -2.0732 5.9035
3 H -1.9061 -3.3419 4.4806
4 N 1.2167 1.5450 -2.9160
5 H -1.6005 3.5479 -1.9382
6 C 0.4646 -0.0879 1.3789
7 C -1.1250 -1.4274 5.1379
8 N -2.2445 -0.4192 -3.0442
9 H -5.7164 1.2582 -2.8532
10 H -0.8897 0.5172 6.0959
11 C 6.1913 2.2860 -2.8851
12 C -1.0904 3.1829 -2.8284
13 C 5.1032 3.1498 -2.8904
14 C 2.2364 0.6983 -2.9458
15 S -0.0478 -5.7126 -2.8830
16 C -2.3260 0.9548 -2.9246
17 C -4.6253 -0.5981 -3.0160
18 H 7.1998 2.6790 -2.8600
19 H -1.9130 -2.1971 2.5581
20 O 0.8032 0.1459 0.0863
21 H 1.7920 1.1301 2.5481
22 C 3.5879 1.2769 -2.9546
23 O -0.9039 -1.3552 0.1404
24 H 5.2714 4.2183 -2.8695
25 C 5.9753 0.9160 -2.9167
26 N 0.0216 0.9743 -2.8752
27 C -0.6101 -0.9647 3.7856
28 Pd -0.0694 -0.9577 -2.6361
29 C -0.5829 -1.0155 1.4119
30 H 0.8376 -1.3603 6.0814
31 H 0.4459 -2.9006 5.3277
32 C -4.7388 0.7986 -2.9047
33 H -3.2204 -2.2154 -3.1594
34 C 0.9809 0.4212 2.5520
35 C -0.0857 -4.1363 -2.6798
36 C -3.3546 -1.1411 -3.0778
37 H -0.0563 3.5080 -2.8059
38 H 0.8226 0.3696 4.6595
39 C -1.1246 -1.4675 2.5942
40 C -1.1172 1.6778 -2.8720
41 C -2.2499 -2.4573 5.0102
42 H -2.5789 -2.7615 6.0016
43 N -0.1579 -2.9735 -2.5262
44 H -3.1027 -2.0351 4.4841
45 O 2.1212 -0.5788 -2.9572
46 C 4.6910 0.4142 -2.9539
47 C 0.4229 -0.0280 3.7384
48 H 2.9661 3.3216 -2.9321
49 H -2.4637 0.2592 5.3515
50 H 6.8179 0.2366 -2.9147
51 C 3.8149 2.6551 -2.9276
52 C -3.6074 1.5631 -2.8668
53 H -2.0629 -0.5445 6.8738
54 C -1.6661 -0.2203 5.9147
55 H -5.4997 -1.2280 -3.0277
56 H -3.6748 2.6343 -2.7784
57 H 4.5041 -0.6485 -2.9743
58 B -0.0314 -0.6540 -0.6809
59 H -0.3076 -2.4508 6.8630

Atoms 1-6, force components in eV/Å:
-0.1 0.1 -0.1
-0.2 0.1 0.0
0.0 -0.1 -0.1
1.6 1.1 0.2
-0.1 0.1 0.1
-0.7 -0.6 0.7

As for the charge: -1. As for the expectation value of S²: 2.027. As for the HOMO energy (spin up / spin down): -2.82 / -4.68 eV. The value obtained for the frontier orbital gap (spin up / spin down) is 5.178 / 6.791 eV. As for the multiplicity: 3.

=====

Here is an isolated molecule of C25H24ClNO6 from OMol25. Energies are from ωB97M-V with the def2-TZVPD basis set.

Element x y z (Å)
1 O -0.4642 -0.1469 2.3381
2 H 1.1203 -2.5430 2.3378
3 H 2.6121 3.6553 -0.4345
4 N 2.0716 0.0843 1.2240
5 C -2.5051 -0.3288 -1.4954
6 C -3.2372 -2.1533 -2.8375
7 H 0.2697 1.9397 -0.0410
8 H 1.8444 -4.8421 -0.5504
9 H -3.2126 -1.0958 3.1505
10 H -5.8958 0.7139 0.4146
11 H 2.7025 0.1271 3.2616
12 H 4.3203 3.8985 -0.0563
13 C -0.4841 1.2663 -0.4174
14 C 3.4921 2.0681 0.7230
15 H -2.6680 -2.9167 -2.2997
16 H 3.5045 -3.4044 0.6381
17 C 2.2917 0.7577 -1.0280
18 O 0.4956 -0.5770 4.2829
19 C -4.3602 -0.3651 1.3637
20 C 2.0582 -2.3292 1.8155
21 C 2.9340 1.4931 -2.1149
22 H -5.1989 -0.6316 -0.5405
23 H -0.8874 -1.4797 -2.3075
24 C 1.8543 -1.2297 0.8187
25 C -4.9747 0.1786 0.1650
26 C -2.8504 0.7864 -0.7019
27 O 0.9161 -3.0345 -2.1150
28 H -0.3053 0.2749 1.4693
29 H 2.6286 -4.4085 1.7994
30 C 2.5262 -3.5876 1.0882
31 C 1.3097 -2.8252 -0.9842
32 C 3.9482 2.5359 -1.6866
33 C 1.5287 -3.9555 0.0012
34 H -4.2016 -2.5616 -3.1356
35 C -1.8209 1.5678 -0.1933
36 C 1.5276 -1.4783 -0.4683
37 C -3.7284 -0.7469 2.3061
38 C -0.1528 0.1552 -1.1762
39 H 3.1694 2.5108 1.6661
40 H 0.5550 -4.1770 0.4504
41 C 0.5726 -0.1519 3.1671
42 H 4.0226 3.2924 -2.4684
43 C 2.5708 0.9727 0.2776
44 H 2.7941 -2.0375 2.5662
45 Cl -2.2187 2.9433 0.7688
46 C -1.1682 -0.6283 -1.7100
47 C 1.2798 -0.2964 -1.3815
48 H 4.4852 1.6363 0.8926
49 O -4.1376 1.1629 -0.4423
50 O 2.6946 1.2684 -3.2827
51 C 3.5784 3.1531 -0.3465
52 H 4.9194 2.0369 -1.6134
53 C 1.8784 0.4400 2.6095
54 H 1.7755 1.5256 2.6948
55 O -3.5349 -1.0507 -2.0095
56 H -2.6820 -1.8446 -3.7271
57 H 1.4084 -0.6010 -2.4240

Atoms 1-6, force components in eV/Å:
-0.5 -0.1 0.0
0.0 0.0 0.1
0.0 0.0 0.0
0.1 0.1 -0.2
0.0 0.1 0.1
0.1 -0.2 -0.2

As for the HOMO energy: -8.67 eV. The value obtained for the frontier orbital gap is 8.792 eV. As for the SMILES: C#CCOc1c(Cl)cc(C2C3=C(CCCC3=O)N(CC(=O)O)C3=C2C(=O)CCC3)cc1OC.

=====

Here is an isolated molecule of C25H24F3N3O3S from OMol25. Energies are from ωB97M-V with the def2-TZVPD basis set.

Element x y z (Å)
1 H 3.9755 -1.5862 -1.3937
2 N -4.4539 -0.1474 0.4807
3 C 3.1740 -2.2714 1.0876
4 C -1.5485 -1.4320 -0.4846
5 C 1.6818 2.1766 0.0318
6 C 4.0893 -1.1441 0.6935
7 N 1.7701 -1.8793 0.9792
8 H 3.3499 -2.5846 2.1210
9 H -3.5195 -1.2144 2.0085
10 H 5.3517 0.3475 -2.0642
11 C 5.1425 0.1715 -1.0201
12 C 4.3729 -0.9157 -0.6471
13 S 1.1574 -1.8102 -0.5827
14 F 1.9058 1.2695 1.0049
15 H 1.6100 -0.9870 1.4257
16 H -3.0843 1.3178 3.0906
17 H 3.2956 -3.1252 0.4195
18 C -3.9406 -0.8262 -0.5753
19 H -3.4008 2.3094 -1.5757
20 C 5.6335 1.0396 -0.0594
21 C -2.0910 -4.0140 0.3709
22 H -6.2095 0.9673 0.6943
23 O 1.1148 -0.4569 -1.0627
24 H -0.4703 1.9066 1.5320
25 C -2.9272 0.8899 2.0931
26 H 0.7572 2.4645 -2.5124
27 C -2.8639 -1.8219 -0.2577
28 C -2.3789 2.2806 -1.2347
29 H -4.8272 -0.1222 2.5005
30 C 0.2630 2.1694 -0.4495
31 C -4.4418 2.2554 0.8320
32 O 1.8119 -2.8112 -1.3696
33 C -0.7399 2.0257 0.4937
34 H -4.1530 -3.4301 0.3199
35 O -4.3107 -0.6349 -1.7156
36 C -0.0342 2.3696 -1.7886
37 F 1.9985 3.3685 0.6030
38 C -3.9658 -0.2361 1.8342
39 F 2.5924 1.9826 -0.9161
40 C 5.3542 0.8174 1.2778
41 H -1.9228 0.4717 2.0467
42 H -1.3063 -0.4436 -0.8426
43 C 4.5826 -0.2687 1.6520
44 C -0.5265 -2.3317 -0.2709
45 C -2.0859 2.0578 0.1139
46 H 0.0471 -4.2976 0.2967
47 H -4.8823 2.5380 1.7944
48 H -4.4897 3.1229 0.1748
49 H 4.3571 -0.4368 2.6962
50 N -3.0607 1.9253 1.0917
51 C -0.7797 -3.6209 0.1556
52 C -5.2200 1.0561 0.2343
53 H -5.3420 1.1401 -0.8467
54 H -2.3077 -5.0210 0.6935
55 H 6.2272 1.8926 -0.3530
56 H -1.6215 2.5767 -3.2006
57 H 5.7299 1.4953 2.0306
58 C -1.3655 2.4276 -2.1631
59 C -3.1303 -3.1190 0.1639

Atoms 1-6, force components in eV/Å:
0.0 -0.1 -0.1
-0.2 0.1 0.1
0.3 -0.1 -0.1
0.0 0.1 0.0
0.4 0.4 0.3
0.2 0.0 0.1

As for the HOMO energy: -8.11 eV. The value obtained for the frontier orbital gap is 8.617 eV. As for the SMILES: O=C(c1cccc(S(=O)(=O)NCc2ccccc2)c1)N1CCN(c2cccc(C(F)(F)F)c2)CC1.

=====

Here is a structure of composition C25H24FN2O10S2 from OMol25. Energies are from ωB97M-V with the def2-TZVPD basis set.

Element x y z (Å)
1 H -0.1136 -0.6300 3.3889
2 H -3.1741 1.1470 -3.8285
3 C 0.0395 2.6299 0.9108
4 C -0.3369 1.5700 -1.3848
5 F 0.6772 0.5603 0.4239
6 S 1.9923 -2.3430 2.2279
7 C -2.3257 -3.2175 3.5472
8 O 3.5160 -0.4188 0.3354
9 H -2.4216 -1.1247 4.1482
10 C 2.3436 -1.0569 -4.5779
11 H -2.2125 0.7329 -5.2692
12 H -4.5397 -0.5672 -1.3485
13 H 2.3778 1.0676 -4.1012
14 O 0.6707 2.0236 -1.9332
15 O -2.3118 -0.1627 -0.1386
16 H 2.9581 0.6913 -1.7180
17 H -0.9246 2.3165 -3.7757
18 H 2.5364 4.9493 0.7097
19 C -2.2692 0.6430 -4.1825
20 H -0.9921 2.0939 2.6993
21 C 2.7539 -2.5593 -2.7227
22 C 0.2382 -2.6265 2.6283
23 C -4.2185 -1.4024 -0.7224
24 H 0.3741 -4.6988 2.0825
25 N 2.2694 -2.7346 0.6343
26 C -0.3666 2.8427 2.2305
27 O -1.3604 1.1481 -2.1012
28 C -3.4606 -0.8685 0.4527
29 H 2.8930 -3.5620 -2.3294
30 N 1.4485 5.9717 2.9581
31 C 2.7769 -0.1598 -2.3696
32 H -0.2829 4.1583 3.9374
33 O -2.0432 0.7130 1.8651
34 C 1.7348 4.3534 1.1465
35 H -3.3312 -3.4475 3.9115
36 C 1.2063 3.2756 0.4543
37 H -4.0484 -0.1697 1.0540
38 H -0.1471 0.7102 -3.7650
39 C -1.6738 0.6436 0.6920
40 H -3.5938 -2.0817 -1.3049
41 C 2.4825 0.0453 -3.7213
42 O 2.6880 -3.3469 3.0040
43 C -1.5360 -4.2243 2.9714
44 C 2.5015 -2.3595 -4.0795
45 C 2.8609 -1.4643 -1.8650
46 H -5.1085 -1.9454 -0.4106
47 O 2.1057 -0.9480 2.5833
48 H -1.9105 -5.2483 2.8963
49 C -1.0691 1.2560 -3.5341
50 H 2.1364 -0.8934 -5.6397
51 H 1.7639 2.8407 -0.3725
52 C -0.3870 1.3841 0.1548
53 C -0.2556 -3.9241 2.5103
54 O 0.8572 6.2957 4.0143
55 H -3.0633 -1.6458 1.1065
56 H -2.3308 -0.4226 -3.9330
57 H 2.4429 -3.2206 -4.7505
58 O 4.5635 -2.5999 -0.3044
59 O 2.2772 6.7155 2.3855
60 C -1.8230 -1.9156 3.6813
61 C -0.5303 -1.6234 3.2352
62 C 1.1459 4.7074 2.3832
63 S 3.3883 -1.7791 -0.1481
64 C 0.1417 3.9064 2.9676

Atoms 1-6, force components in eV/Å:
0.0 -0.3 -0.2
0.0 -0.1 -0.1
0.7 0.0 0.7
2.1 0.8 -1.1
0.1 -1.2 -0.2
-0.1 -0.1 -1.0

As for the charge: -1. As for the HOMO energy: -5.46 eV. The value obtained for the frontier orbital gap is 6.485 eV.

=====

Table of energy above the lowest of the compared OMol25 structures with the same formula, charge and spin (kcal per mole), in record order: 27.4, 2.7, 7.0, 90.8, 3.5, 0.0